Entry 1:
{"formula": "C3H5IN2", "method": "ωB97M-V/def2-TZVPD", "lumo_ev": -0.15, "smiles": "NN[C@@H]1C=C1I", "e_homo_ev": -8.77, "de_lowest_ev": 3.623, "orbital_gap_ev": 8.62, "total_energy_ha": -524.3387, "species": ["N", "N", "C", "C", "C", "I", "H", "H", "H", "H", "H"], "positions_angstrom": [[-2.17541, 0.53643, -0.34787], [-0.92554, -0.12888, 0.10341], [0.41836, 0.20468, -0.48413], [1.79005, -0.47614, -0.54899], [1.57967, 0.30767, 0.47609], [1.93320, 2.00871, 1.62930], [-2.11448, 1.42880, -0.83378], [-2.77222, -0.09911, -0.83264], [-0.78418, 0.13851, 1.03287], [0.27964, 1.08113, -1.13815], [2.45554, -1.28962, -0.83034]], "atomic_forces_ev_per_a": [[1.850, -0.269, 0.962], [-0.226, -0.450, -1.966], [-0.381, 1.556, 0.048], [-0.707, -1.313, 1.443], [-1.082, 1.886, -1.211], [0.298, -0.924, 0.061], [0.590, -0.301, 0.094], [0.135, -0.470, -0.397], [-0.459, 0.386, 1.723], [0.231, -0.459, -0.235], [-0.250, 0.358, -0.521]]}

---

Entry 2:
{"formula": "C3H5IN2", "method": "ωB97M-V/def2-TZVPD", "lumo_ev": -0.32, "e_homo_ev": -8.08, "de_lowest_ev": 4.668, "orbital_gap_ev": 7.75, "total_energy_ha": -524.3003, "species": ["C", "C", "C", "N", "N", "I", "H", "H", "H", "H", "H"], "positions_angstrom": [[1.79406, 2.66685, -0.13933], [1.09766, 1.84043, 0.34356], [0.14594, -1.94917, 0.04251], [-0.88224, -1.17877, -0.15801], [-1.60073, -0.57450, 0.68861], [-3.32678, 0.28016, -0.11284], [1.97110, 3.62696, -0.51625], [0.94406, 0.92286, 0.82730], [0.41631, -2.32530, 1.07309], [0.53095, -2.32744, -0.80964], [-1.09032, -0.98207, -1.23899]], "atomic_forces_ev_per_a": [[-0.155, 1.989, -0.768], [0.198, -2.018, 0.879], [-0.687, 0.063, 3.525], [-0.203, 0.269, -3.998], [-1.391, 1.001, 1.569], [0.734, -0.316, 0.109], [0.775, 0.608, -0.469], [-0.865, -0.611, 0.357], [-0.476, 0.787, -1.437], [1.527, -1.169, -2.343], [0.544, -0.603, 2.576]]}

---

Entry 3:
{"formula": "C3H5IN2O", "method": "ωB97M-V/def2-TZVPD", "lumo_ev": 0.35, "smiles": "C[C@@H]1N=NO[C@H]1I", "e_homo_ev": -9.68, "de_lowest_ev": 2.230, "orbital_gap_ev": 10.03, "total_energy_ha": -599.6386, "species": ["C", "C", "N", "N", "O", "C", "I", "H", "H", "H", "H", "H"], "positions_angstrom": [[-1.39089, 0.67417, -0.03711], [-0.10660, 0.06669, -0.64125], [-0.24326, -1.32762, -0.85352], [0.31891, -2.03481, -0.06396], [1.17416, -1.39037, 0.84818], [1.10253, -0.01501, 0.60429], [2.89026, 0.94400, -0.05549], [-1.69847, 0.10306, 0.81484], [-2.10533, 0.39472, -0.67582], [-1.18135, 1.66349, 0.03810], [0.37498, 0.49991, -1.43708], [0.86506, 0.42176, 1.45883]], "atomic_forces_ev_per_a": [[3.067, -2.874, 0.021], [1.665, -0.756, 5.386], [-0.836, -0.178, -0.323], [0.372, -2.181, -0.245], [-0.019, 1.018, -0.252], [-0.760, -1.716, -5.009], [0.255, -0.174, -0.034], [0.431, 0.226, 1.175], [-3.146, -0.078, -2.936], [-0.221, 3.018, 0.712], [0.403, 1.432, -2.078], [-1.211, 2.263, 3.581]]}